(1)
123
Properties=species:S:1:pos:R:3:lowdin_charge:R:1 method="wB97M-V/def2-TZVPD" spin_multiplicity=1 lumo_energy_ev=2.5 relative_energy_kcal_mol=0.0 orbital_gap_ev=8.75 total_charge=-1 e_tot_ha=-2303.34593
N 23.1591 18.8477 5.4225 -0.56
O 23.4002 19.1217 4.2262 -0.06
O 23.6932 19.5306 6.3336 -0.07
O 22.4485 17.8523 5.7273 -0.07
C 27.3458 18.0843 9.1218 -0.07
C 27.0311 17.3608 7.8192 -0.44
C 26.2257 16.0961 8.1016 -0.22
O 26.1608 15.3503 6.9025 -0.19
C 25.3671 14.2088 7.0359 -0.12
N 26.3639 18.2630 6.8995 0.07
H 27.7593 17.4010 9.8705 0.07
H 26.4480 18.5426 9.5386 0.08
H 28.1071 18.8481 8.9588 0.07
H 27.9374 16.9654 7.3401 0.14
H 25.2111 16.3632 8.4424 0.14
H 26.7049 15.4799 8.8798 0.12
H 24.3335 14.4822 7.2838 0.07
H 25.7236 13.5316 7.8276 0.09
H 25.3868 13.6627 6.0949 0.08
H 25.5393 18.7292 7.2728 0.06
H 26.0016 17.7381 6.1076 0.05
C 28.5580 23.1612 5.4140 -0.08
C 28.5593 22.2128 4.2363 -0.44
C 27.9266 20.8854 4.6088 -0.23
O 27.7840 20.0964 3.4527 -0.19
C 27.3067 18.7900 3.7438 -0.10
N 27.9803 22.8715 3.0458 0.05
H 27.5379 23.3395 5.7767 0.07
H 28.9439 24.1461 5.1425 0.07
H 29.1512 22.7778 6.2470 0.08
H 29.6072 22.0238 3.9581 0.13
H 26.9351 21.0488 5.0641 0.12
H 28.5187 20.3988 5.3990 0.13
H 28.0473 18.2078 4.3058 0.09
H 27.1621 18.2618 2.7980 0.08
H 26.3460 18.8383 4.2589 0.06
H 27.6265 22.1355 2.4338 0.06
H 27.1179 23.3579 3.3158 0.04
C 24.7500 15.8586 3.8183 -0.04
C 23.6426 15.4401 2.8420 -0.41
C 23.3805 13.9563 2.8940 -0.24
O 24.4711 13.2400 2.4103 -0.17
C 24.1927 11.8762 2.3512 -0.13
N 22.3821 16.1116 3.2340 0.06
H 25.7166 15.4180 3.5587 0.09
H 24.4863 15.5688 4.8398 0.07
H 24.8559 16.9462 3.8004 0.05
H 23.9219 15.7930 1.8458 0.12
H 22.4670 13.7363 2.3135 0.12
H 23.1012 13.6733 3.9260 0.13
H 23.2469 11.6894 1.8256 0.09
H 24.1123 11.4474 3.3601 0.09
H 24.9999 11.3771 1.8194 0.08
H 22.2447 15.8209 4.2039 0.03
H 22.5684 17.1045 3.3993 0.04
C 19.6920 20.6668 9.6776 -0.07
C 20.3848 20.3632 8.3660 -0.44
C 20.9832 21.6049 7.7337 -0.22
O 19.9562 22.5553 7.5431 -0.19
C 20.4742 23.8416 7.2859 -0.12
N 21.4776 19.3941 8.6009 0.05
H 18.8610 21.3636 9.5828 0.07
H 20.4366 21.0752 10.3655 0.08
H 19.3130 19.7336 10.1018 0.07
H 19.7031 19.8975 7.6342 0.14
H 21.4341 21.3700 6.7665 0.12
H 21.7421 21.9783 8.4382 0.13
H 19.6356 24.5142 7.0952 0.08
H 21.1313 23.8494 6.4090 0.08
H 21.0084 24.2401 8.1602 0.09
H 21.1346 18.4488 8.7124 0.04
H 22.1234 19.3805 7.8071 0.03
C 26.0512 26.6332 4.3594 -0.05
C 25.5599 26.1844 3.0004 -0.45
C 24.6630 24.9790 3.0604 -0.23
O 25.2639 23.9733 3.8201 -0.23
C 24.3842 22.9476 4.2090 -0.08
N 24.8609 27.2868 2.3090 0.02
H 26.7513 27.4651 4.2457 0.08
H 26.5671 25.8028 4.8397 0.06
H 25.2513 26.9595 5.0267 0.08
H 26.4323 25.9301 2.3806 0.14
H 24.4315 24.6040 2.0404 0.13
H 23.6387 25.2190 3.3991 0.13
H 24.9511 22.2294 4.7966 0.08
H 23.9459 22.4081 3.3686 0.10
H 23.6330 23.3284 4.9062 0.09
H 25.5068 28.0521 2.1379 0.06
H 24.6028 27.0011 1.3657 0.07
C 19.3948 16.0664 7.1143 -0.06
C 20.5110 15.1227 7.5540 -0.43
C 20.8011 14.1374 6.4417 -0.22
O 21.5980 13.0495 6.8556 -0.19
C 20.8390 12.0165 7.4601 -0.11
N 21.6875 15.9413 7.9208 0.06
H 18.4595 15.5408 6.9082 0.07
H 19.7120 16.5643 6.1892 0.08
H 19.2066 16.8587 7.8373 0.07
H 20.1955 14.5883 8.4576 0.13
H 21.3593 14.6389 5.6487 0.11
H 19.8785 13.7709 5.9649 0.12
H 21.4885 11.1504 7.5974 0.08
H 20.0310 11.6727 6.8022 0.09
H 20.4698 12.3472 8.4351 0.08
H 21.8646 16.6225 7.1737 0.03
H 22.5036 15.3294 7.8522 0.04
C 20.4229 17.3582 -1.2701 -0.08
C 21.8542 16.9098 -1.0079 -0.44
C 22.5488 17.9690 -0.1771 -0.25
O 23.9215 17.7019 -0.0745 -0.18
C 24.5371 18.6353 0.7939 -0.10
N 21.8217 15.6266 -0.3139 0.05
H 20.4074 18.3330 -1.7624 0.07
H 19.8511 17.4166 -0.3415 0.08
H 19.9264 16.6179 -1.8971 0.07
H 22.4037 16.8544 -1.9505 0.14
H 22.0846 18.0133 0.8219 0.13
H 22.3802 18.9601 -0.6392 0.12
H 24.3689 19.6658 0.4516 0.09
H 25.6073 18.4377 0.8012 0.08
H 24.1487 18.5592 1.8176 0.07
H 22.7395 15.1932 -0.2950 0.07
H 21.5955 15.8028 0.6658 0.05

---

(2)
84
Properties=species:S:1:pos:R:3:lowdin_charge:R:1 method="wB97M-V/def2-TZVPD" spin_multiplicity=1 lumo_energy_ev=-1.1 relative_energy_kcal_mol=61.4 orbital_gap_ev=4.66 e_tot_ha=-2898.65053
Sn -1.3182 0.0825 -0.5438 0.68
P -1.5660 2.9660 1.6603 1.08
C -1.9229 4.4013 0.6146 -0.51
C -3.0041 1.8952 1.9427 -0.51
C -0.7036 3.4923 3.1578 -0.51
C -1.8696 4.0390 -0.8748 -0.11
H -1.0741 5.0747 0.8355 0.12
C -3.2258 5.1236 0.9704 -0.09
H -4.1095 4.4956 0.7963 0.07
H -3.3148 6.0035 0.3161 0.09
H -3.2402 5.4765 2.0100 0.07
H -0.9868 3.4431 -1.1403 0.04
H -1.8316 4.9784 -1.4440 0.09
H -2.7692 3.4932 -1.1975 0.08
H 0.1182 4.1126 2.7534 0.12
C -0.0743 2.3131 3.9167 -0.10
C -1.5539 4.3600 4.1001 -0.10
H -1.7879 5.3406 3.6645 0.07
H -0.9851 4.5358 5.0260 0.09
H -2.4925 3.8533 4.3792 0.08
H 0.4539 1.6019 3.2642 0.07
H -0.8312 1.7713 4.5047 0.08
H 0.6541 2.7298 4.6310 0.09
C -3.9518 1.7169 0.7475 -0.14
H -3.5266 2.5015 2.7031 0.11
C -2.7203 0.5293 2.5849 -0.12
H -4.3061 2.6612 0.3219 0.05
H -4.8161 1.1484 1.1152 0.09
H -3.5346 1.1121 -0.0827 -0.02
H -2.2522 -0.1938 1.8927 0.01
H -3.6917 0.0906 2.8601 0.10
H -2.1005 0.5690 3.4885 0.06
Cl -2.5433 -1.7223 -1.4202 -0.10
H -0.4203 1.2184 -1.5312 -0.14
H -0.6425 2.1908 0.9382 0.01
P 2.9231 -0.7996 -3.0429 1.02
C 4.3221 -0.0816 -2.1840 -0.57
C 2.5719 -2.5868 -2.8768 -0.55
C 2.3224 0.1365 -4.4545 -0.58
C 3.9720 0.0433 -0.6776 -0.14
H 4.4019 0.9468 -2.5843 0.11
C 5.6271 -0.8185 -2.4968 -0.13
H 5.7081 -1.7697 -1.9527 0.06
H 6.4824 -0.1800 -2.2275 0.07
H 5.6964 -1.0337 -3.5701 0.06
H 3.0027 0.5452 -0.5354 0.06
H 4.7383 0.6387 -0.1614 0.07
H 3.9293 -0.9369 -0.1820 0.06
H 2.5362 1.1912 -4.1875 0.11
C 0.7944 0.0288 -4.6390 -0.13
C 3.1391 -0.2448 -5.6926 -0.14
H 4.1809 0.0777 -5.5796 0.07
H 2.7235 0.2531 -6.5797 0.07
H 3.1455 -1.3326 -5.8526 0.07
H 0.2612 0.1489 -3.6882 0.02
H 0.5049 -0.9271 -5.0884 0.06
H 0.4631 0.8235 -5.3178 0.07
C 2.9678 -3.1478 -1.4966 -0.11
H 3.2560 -2.9713 -3.6524 0.09
C 1.1193 -2.9649 -3.2250 -0.11
H 4.0429 -3.0658 -1.2992 0.06
H 2.7004 -4.2097 -1.4578 0.08
H 2.4140 -2.6494 -0.6910 0.06
H 0.3873 -2.4347 -2.5916 0.06
H 0.9701 -4.0386 -3.0419 0.07
H 0.8846 -2.7665 -4.2791 0.06
O 1.1930 -0.6028 2.4508 0.05
C 0.5390 -1.2296 1.6272 -0.56
O 0.3424 -0.8497 0.3560 -0.33
C -0.1381 -2.5432 1.9725 -0.09
C -0.3347 -3.5349 0.9978 0.08
C -1.2206 -4.6023 1.2328 -0.12
C -1.9334 -4.6931 2.4331 0.10
C -1.7060 -3.7140 3.4097 -0.12
C -0.7337 -2.7065 3.2302 0.08
N -2.6279 -3.5618 4.5115 -0.32
O -3.5117 -4.4265 4.6952 0.07
O -2.5073 -2.5421 5.2204 0.05
N -1.4663 -5.5191 0.1497 -0.30
O -0.8001 -5.3872 -0.9041 0.06
O -2.3347 -6.4052 0.3028 0.07
H 0.1611 -3.4677 0.0327 0.12
H -2.6800 -5.4670 2.5791 0.13
H -0.4887 -2.0261 4.0478 0.13

---

(3)
93
Properties=species:S:1:pos:R:3:mulliken_spin:R:1 method="wB97M-V/def2-TZVPD" spin_multiplicity=3 lumo_energy_ev="2.6 / 2.0" relative_energy_kcal_mol=0.0 orbital_gap_ev="6.50 / 6.80" total_charge=-1 e_tot_ha=-5662.00359
Pd 0.0119 -0.8442 1.2327 1.01
C 3.7616 -2.6068 -1.5928 0.00
Si 3.5950 -1.2226 -0.3292 0.00
C 3.6250 -1.9741 1.4055 0.04
C 5.1595 -0.1579 -0.4949 0.00
N 2.1848 -0.3413 -0.6569 0.02
P 1.6464 1.0821 -0.3054 -0.03
C 0.0590 1.1001 0.3712 0.74
P -1.5147 1.0281 -0.3320 -0.17
N -1.9846 -0.4468 -0.5538 0.06
Si -3.4323 -1.3053 -0.3397 0.02
C -4.8329 -0.6201 -1.4363 0.01
C -3.1924 -3.1000 -0.8286 0.00
C -4.0230 -1.2710 1.4499 0.00
C -2.6225 1.9422 0.7873 0.05
C -3.9026 2.2869 0.3562 0.01
C -4.8245 2.8231 1.2404 0.00
C -4.4766 3.0164 2.5722 0.00
C -3.2027 2.6826 3.0066 0.00
C -2.2788 2.1489 2.1181 -0.02
C -1.6421 1.9781 -1.8875 0.04
C -1.4780 1.2921 -3.0867 0.01
C -1.5154 1.9711 -4.2957 0.00
C -1.7338 3.3411 -4.3199 0.00
C -1.9045 4.0322 -3.1282 0.01
C -1.8498 3.3537 -1.9211 0.00
C 1.7805 2.2022 -1.7428 0.00
C 1.3709 3.5304 -1.6770 0.01
C 1.5166 4.3680 -2.7696 0.01
C 2.0714 3.8813 -3.9483 0.00
C 2.4712 2.5565 -4.0260 0.00
C 2.3277 1.7220 -2.9246 0.01
C 2.7107 1.9080 0.9288 0.03
C 3.7252 2.7955 0.5819 0.00
C 4.5965 3.2855 1.5446 0.00
C 4.4716 2.8852 2.8671 0.01
C 3.4678 1.9943 3.2208 0.00
C 2.5930 1.5127 2.2597 -0.01
H 4.7176 -3.1267 -1.4900 0.00
H 3.6972 -2.2043 -2.6070 0.00
H 2.9634 -3.3401 -1.4709 0.00
H 4.0062 -2.9993 1.3796 0.00
H 2.6214 -2.0164 1.8338 -0.01
H 4.2614 -1.3932 2.0779 0.00
H 6.0369 -0.7870 -0.6741 0.00
H 5.3450 0.4221 0.4123 0.00
H 5.0816 0.5477 -1.3265 0.00
H -4.4367 0.0936 -2.1637 0.00
H -5.6026 -0.1102 -0.8514 0.00
H -5.3224 -1.4183 -2.0005 0.00
H -2.8443 -3.1799 -1.8612 0.00
H -4.1339 -3.6499 -0.7415 0.00
H -2.4467 -3.5831 -0.1951 0.00
H -4.3643 -0.2809 1.7611 0.00
H -3.2185 -1.5785 2.1226 0.00
H -4.8554 -1.9714 1.5765 0.00
H -4.1863 2.1326 -0.6786 0.00
H -5.8169 3.0820 0.8914 0.00
H -5.1985 3.4211 3.2712 0.00
H -2.9261 2.8332 4.0431 0.00
H -1.2827 1.8768 2.4452 -0.01
H -1.3236 0.2195 -3.0595 0.00
H -1.3758 1.4227 -5.2194 0.00
H -1.7668 3.8683 -5.2656 0.00
H -2.0730 5.1025 -3.1383 0.00
H -1.9743 3.9025 -0.9943 0.00
H 0.9290 3.9104 -0.7613 0.00
H 1.1906 5.3990 -2.7058 0.00
H 2.1821 4.5347 -4.8055 0.00
H 2.8958 2.1667 -4.9434 0.00
H 2.6367 0.6837 -2.9674 0.01
H 3.8500 3.1062 -0.4486 0.00
H 5.3790 3.9754 1.2521 0.00
H 5.1529 3.2630 3.6197 0.00
H 3.3639 1.6692 4.2491 0.00
H 1.8090 0.8189 2.5396 0.00
Br -0.5662 -1.6246 3.8248 0.06
C -0.5806 -3.4781 3.3829 -0.01
C -0.8834 -4.3645 4.3734 -0.01
C -0.9182 -5.7439 4.0742 0.00
C -0.6503 -6.1708 2.8071 0.00
C -0.3307 -5.2530 1.7763 0.01
C -0.0506 -5.7041 0.4647 -0.01
C 0.2586 -4.7978 -0.5104 0.01
C 0.2957 -3.4190 -0.2227 -0.08
C 0.0353 -2.9039 1.0295 0.26
C -0.2840 -3.8575 2.0444 -0.09
H -1.0963 -4.0128 5.3736 0.00
H -1.1613 -6.4514 4.8570 0.00
H -0.6806 -7.2276 2.5657 0.00
H -0.0901 -6.7666 0.2524 0.00
H 0.4704 -5.1403 -1.5178 0.00
H 0.5266 -2.7264 -1.0267 0.00